Entry 1:
C18H20F6N4O4PtS2 as an isolated structure. Source: OMol25; level of theory: ωB97M-V/def2-TZVPD.

Computed properties:
* gap between HOMO and LUMO (spin up / spin down): 7.6 / 6.5 eV
* DFT total energy: -2732.7103 hartree
* multiplicity: 3
* ⟨S²⟩: 2.028

XYZ file:
```
55
C18H20F6N4O4PtS2 (ωB97M-V/def2-TZVPD)
Pt 0.13 -0.27 0.43
C 3.26 -0.68 0.60
N 2.23 -0.96 -0.42
C 2.20 -2.39 -0.76
C 2.45 -0.11 -1.57
C 3.64 -0.17 -2.29
C 3.90 0.73 -3.31
C 2.97 1.72 -3.60
C 1.77 1.77 -2.92
C 1.48 0.83 -1.92
N 0.28 0.81 -1.21
C -0.91 1.31 -1.72
C -1.18 1.39 -3.09
C -2.42 1.78 -3.55
C -3.43 2.09 -2.65
C -3.19 2.00 -1.29
C -1.95 1.61 -0.81
N -1.69 1.48 0.59
C -0.99 2.64 1.15
C -2.84 1.12 1.41
H 4.26 -0.92 0.22
H 3.23 0.38 0.86
H 3.06 -1.27 1.48
H 3.17 -2.74 -1.14
H 1.95 -2.95 0.14
H 1.43 -2.57 -1.51
H 4.38 -0.92 -2.03
H 4.83 0.67 -3.86
H 3.18 2.45 -4.37
H 1.06 2.55 -3.14
H -0.42 1.10 -3.80
H -2.61 1.82 -4.61
H -4.41 2.40 -3.00
H -3.98 2.22 -0.58
H -1.65 3.52 1.17
H -0.67 2.41 2.16
H -0.11 2.87 0.54
H -3.53 1.97 1.55
H -3.37 0.28 0.96
H -2.48 0.81 2.39
F -3.97 -3.38 2.00
C -2.83 -3.13 2.65
F -3.03 -2.13 3.50
F -2.48 -4.23 3.30
S -1.57 -2.64 1.35
O -2.34 -1.93 0.38
O -0.86 -3.83 1.02
N -0.60 -1.52 2.06
S 0.42 -2.06 3.21
O -0.24 -2.93 4.13
O 1.72 -2.39 2.71
C 0.63 -0.46 4.12
F 1.28 0.45 3.38
F 1.37 -0.70 5.20
F -0.54 0.05 4.49
```

Entry 2:
A 4-piece molecular cluster, C30H37F27N2O7P overall. Source: OMol25; level of theory: ωB97M-V/def2-TZVPD.

Computed properties:
* gap between HOMO and LUMO: 7.0 eV
* DFT total energy: -4839.4239 hartree
* net charge: -1

XYZ file:
```
104
C30H37F27N2O7P (ωB97M-V/def2-TZVPD)
C 2.14 4.03 0.34
C 1.17 4.92 -0.44
C -0.25 4.91 0.15
C -1.38 5.22 -0.86
C -2.49 4.19 -1.13
O -2.13 3.24 -2.09
P -1.76 1.61 -1.47
O -0.19 2.22 -0.97
C -3.41 0.90 -2.08
N -4.33 0.27 -1.13
C -1.21 -0.04 -0.72
C -1.24 -0.13 0.80
C -0.77 -1.48 1.25
F -0.73 -1.64 2.60
F -1.58 -2.48 0.79
F 0.49 -1.78 0.82
O -2.45 2.14 0.04
C -3.04 3.37 0.08
O -4.48 3.23 -0.13
C -2.87 3.99 1.46
C -3.26 5.29 1.72
C -3.12 5.79 3.01
C -2.60 4.96 3.99
N -2.24 3.70 3.76
C -2.38 3.23 2.52
H 1.83 3.95 1.39
H 2.16 3.02 -0.07
H 3.16 4.43 0.33
H 1.13 4.60 -1.48
H 1.54 5.95 -0.42
H -0.28 5.65 0.96
H -0.42 3.93 0.60
H -0.93 5.41 -1.84
H -1.87 6.16 -0.58
H -3.35 4.75 -1.51
H -1.19 1.28 -2.77
H 0.05 2.89 -1.63
H -3.95 1.71 -2.58
H -3.14 0.16 -2.85
H -3.81 -0.16 -0.37
H -4.90 0.99 -0.70
H -0.18 -0.16 -1.03
H -1.82 -0.83 -1.16
H -0.56 0.62 1.22
H -2.24 -0.01 1.20
H -4.92 3.44 0.70
H -3.67 5.91 0.94
H -3.40 6.80 3.26
H -2.47 5.33 5.00
H -2.08 2.21 2.33
C -2.10 -5.03 -1.64
C -2.58 -4.05 -2.72
C -3.89 -4.37 -3.44
F -3.80 -5.56 -4.09
F -4.13 -3.41 -4.36
F -1.59 -3.83 -3.62
F -2.82 -2.89 -2.05
O -1.12 -5.98 -2.02
C -1.44 -7.20 -2.50
C -0.83 -7.44 -3.90
F -1.26 -6.52 -4.77
F -1.23 -8.66 -4.33
F -2.76 -7.45 -2.49
F -0.85 -8.13 -1.69
H -1.60 -4.39 -0.91
H -2.95 -5.50 -1.14
H -4.71 -4.40 -2.73
H 0.26 -7.42 -3.83
C 2.65 -1.78 -1.63
C 2.97 -0.28 -1.65
C 2.74 0.46 -2.97
F 3.52 -0.06 -3.95
F 3.10 1.76 -2.80
F 4.22 -0.07 -1.19
F 2.09 0.29 -0.80
O 3.74 -2.67 -1.78
C 4.15 -3.11 -2.98
C 5.61 -2.73 -3.28
F 5.77 -1.39 -3.26
F 5.94 -3.18 -4.52
F 3.34 -2.74 -3.99
F 4.15 -4.48 -2.94
H 2.29 -1.96 -0.62
H 1.83 -2.02 -2.31
H 1.69 0.42 -3.26
H 6.27 -3.19 -2.54
C 1.62 -0.11 4.46
C 2.60 0.07 3.30
C 3.34 -1.18 2.81
F 4.09 -1.71 3.80
F 4.16 -0.84 1.79
F 3.48 1.05 3.57
F 1.84 0.44 2.25
O 2.09 0.21 5.76
C 2.68 -0.69 6.57
C 4.09 -0.26 6.99
F 4.88 -0.08 5.92
F 4.64 -1.24 7.76
F 2.68 -1.94 6.06
F 1.96 -0.74 7.73
H 0.83 0.62 4.27
H 1.16 -1.10 4.43
H 2.62 -1.93 2.46
H 4.03 0.67 7.57
```

Entry 3:
One molecule with the formula C7H12N4O4 in a non-equilibrium geometry. Source: OMol25; level of theory: ωB97M-V/def2-TZVPD.

Computed properties:
* gap between HOMO and LUMO: 9.6 eV
* energy above the lowest of the compared OMol25 structures with the same formula, charge and spin: 28.3 kcal/mol
* DFT total energy: -793.8551 hartree
* SMILES: CCN1C(=O)NC(=O)[C@@]1(NOC)C(N)=O

XYZ file:
```
27
C7H12N4O4 (ωB97M-V/def2-TZVPD)
C -0.50 2.16 0.13
C -2.05 0.49 -0.35
C 0.34 0.98 2.24
C -0.06 0.85 0.81
C -1.10 -2.55 0.32
C 1.15 0.89 -2.47
C -1.38 -1.33 1.27
N -1.62 1.82 -0.65
N -1.13 -0.02 0.52
N 1.10 2.05 2.43
N 1.33 0.45 -0.15
O 0.03 3.24 0.19
O -3.01 -0.13 -0.77
O -0.02 0.24 3.11
O 0.95 0.01 -1.37
H -1.81 -3.37 0.66
H -1.34 -2.25 -0.57
H -0.04 -2.78 0.35
H 2.27 0.94 -2.77
H 0.80 1.85 -2.31
H 0.61 0.43 -3.34
H -2.39 -1.29 1.43
H -0.69 -1.23 2.11
H -2.30 2.52 -1.12
H 1.51 2.61 1.71
H 1.44 2.43 3.27
H 1.79 -0.44 0.26
```

Entry 4:
A 2-piece molecular cluster, C5H7N overall. Source: OMol25; level of theory: ωB97M-V/def2-TZVPD.

Computed properties:
* gap between HOMO and LUMO: 6.6 eV
* energy above the lowest of the compared OMol25 structures with the same formula, charge and spin: 115.0 kcal/mol
* DFT total energy: -249.2900 hartree

XYZ file:
```
13
C5H7N (ωB97M-V/def2-TZVPD)
C -0.95 -0.01 -1.52
C -0.19 0.11 -0.42
C 0.40 1.39 -0.02
N 1.16 1.12 1.00
C 1.08 -0.29 1.34
C 0.28 -0.97 0.49
H -1.90 -2.65 -0.17
H -1.34 0.85 -2.07
H -1.21 -1.00 -1.89
H 0.39 2.37 -0.49
H 1.75 1.80 1.47
H 1.65 -0.60 2.21
H -1.26 -2.37 0.13
```

Entry 5:
C33H32BBrIrN2O4 as an isolated structure. Source: OMol25; level of theory: ωB97M-V/def2-TZVPD.

Computed properties:
* gap between HOMO and LUMO: 7.0 eV
* energy above the lowest of the compared OMol25 structures with the same formula, charge and spin: 0.0 kcal/mol
* DFT total energy: -4390.3333 hartree
* net charge: +1

XYZ file:
```
74
C33H32BBrIrN2O4 (ωB97M-V/def2-TZVPD)
Ir 0.02 0.07 -0.47
C 3.54 -0.95 0.95
C 3.47 -1.45 -0.47
C 4.63 -1.58 -1.23
C 4.59 -2.02 -2.54
C 3.38 -2.34 -3.13
C 2.19 -2.23 -2.41
C 0.88 -2.61 -3.04
C 2.27 -1.79 -1.09
N 1.03 -1.65 -0.37
C 0.45 -2.64 0.21
C 1.00 -4.03 0.29
C -0.83 -2.28 0.82
C -1.70 -3.30 1.48
N -1.14 -1.04 0.68
C -2.39 -0.49 1.16
C -2.59 -0.27 2.53
C -1.70 -0.82 3.61
C -3.76 0.39 2.91
C -4.71 0.75 1.98
C -4.54 0.42 0.65
C -3.38 -0.21 0.21
C -3.26 -0.62 -1.23
H 4.52 -1.15 1.37
H 2.79 -1.41 1.59
H 3.39 0.13 0.99
H 5.59 -1.33 -0.77
H 5.51 -2.10 -3.11
H 3.35 -2.67 -4.16
H 0.96 -2.58 -4.13
H 0.07 -1.93 -2.76
H 0.59 -3.63 -2.77
H 1.94 -4.10 -0.25
H 0.29 -4.73 -0.14
H 1.17 -4.32 1.32
H -1.96 -4.08 0.77
H -2.61 -2.85 1.86
H -1.16 -3.77 2.30
H -0.70 -1.07 3.27
H -2.17 -1.72 4.03
H -1.59 -0.10 4.43
H -3.92 0.59 3.96
H -5.61 1.26 2.30
H -5.32 0.63 -0.07
H -4.25 -0.86 -1.62
H -2.63 -1.50 -1.37
H -2.87 0.18 -1.85
Br -2.06 2.67 -7.29
C -2.07 3.09 -5.45
C -2.66 4.26 -5.01
C -2.67 4.57 -3.66
C -2.09 3.71 -2.74
C -1.50 2.54 -3.20
C -1.48 2.22 -4.55
C -0.89 1.61 -2.24
O -1.02 1.79 -0.97
O -0.22 0.59 -2.61
H -3.11 4.93 -5.73
H -3.13 5.49 -3.33
H -2.09 3.94 -1.69
H -1.00 1.30 -4.88
O 1.46 2.07 1.06
B 0.83 0.83 1.20
O 0.99 0.33 2.47
C 1.75 1.28 3.15
C 2.19 1.26 4.45
C 2.94 2.35 4.87
C 3.22 3.41 4.00
C 2.76 3.42 2.69
C 2.02 2.33 2.29
H 1.96 0.43 5.11
H 3.31 2.39 5.88
H 3.80 4.25 4.37
H 2.97 4.23 2.01
```

Entry 6:
A 4-piece molecular cluster, C20H35FNO3 overall. Source: OMol25; level of theory: ωB97M-V/def2-TZVPD.

Computed properties:
* gap between HOMO and LUMO: 6.5 eV
* DFT total energy: -1163.1242 hartree
* net charge: +1

XYZ file:
```
60
C20H35FNO3 (ωB97M-V/def2-TZVPD)
C -0.14 2.36 -1.03
C 0.39 1.10 -0.36
C 0.26 -0.14 -1.24
F -0.04 -1.24 -0.46
C 1.51 -0.48 -2.00
C 1.51 -0.73 -3.37
C 2.69 -1.05 -4.01
C 3.88 -1.13 -3.29
C 3.84 -0.88 -1.93
N 2.68 -0.57 -1.34
H -1.22 2.44 -0.94
H 0.10 2.42 -2.09
H 0.26 3.25 -0.57
H 1.40 1.26 -0.01
H -0.20 0.89 0.53
H -0.53 0.01 -1.96
H 0.58 -0.68 -3.91
H 2.70 -1.25 -5.07
H 4.80 -1.37 -3.79
H 4.73 -0.94 -1.33
H 2.68 -0.40 -0.34
C 1.58 -2.91 2.77
C 0.90 -3.78 3.82
C 0.28 -2.72 4.73
O -0.04 -1.61 3.89
C 0.57 -1.77 2.62
H 1.76 -3.43 1.83
H 2.53 -2.53 3.14
H 0.11 -4.38 3.36
H 1.58 -4.44 4.35
H 0.99 -2.39 5.50
H -0.63 -3.07 5.23
H -0.20 -2.02 1.89
H 1.04 -0.82 2.33
C -1.09 7.20 -2.06
C 0.03 7.89 -1.28
C 0.38 6.83 -0.24
O 0.13 5.56 -0.86
C -0.61 5.76 -2.08
H -1.24 7.60 -3.06
H -2.03 7.28 -1.51
H 0.89 8.07 -1.94
H -0.27 8.83 -0.83
H -0.26 6.92 0.64
H 1.42 6.87 0.07
H 0.06 5.57 -2.92
H -1.43 5.04 -2.12
C -2.06 -3.83 0.56
C -3.01 -4.85 -0.08
C -3.72 -5.40 1.15
O -3.77 -4.34 2.10
C -2.91 -3.28 1.69
H -1.71 -3.07 -0.13
H -1.18 -4.35 0.96
H -3.72 -4.34 -0.73
H -2.51 -5.62 -0.66
H -3.17 -6.24 1.58
H -4.74 -5.73 0.93
H -3.53 -2.44 1.34
H -2.32 -2.94 2.54
```

Entry 7:
C10H11NO as an isolated structure in a non-equilibrium geometry. Source: OMol25; level of theory: ωB97M-V/def2-TZVPD.

Computed properties:
* gap between HOMO and LUMO: 8.5 eV
* energy above the lowest of the compared OMol25 structures with the same formula, charge and spin: 290.6 kcal/mol
* DFT total energy: -517.2095 hartree

XYZ file:
```
23
C10H11NO (ωB97M-V/def2-TZVPD)
C -2.07 -0.12 2.33
C -0.63 -0.70 2.17
C 1.41 -0.58 1.25
C 2.09 0.09 0.02
C 0.98 0.34 -0.93
C 1.11 0.64 -2.35
C -0.10 0.80 -3.16
C -1.23 0.62 -2.45
C -1.25 0.13 -1.14
C -0.16 0.03 -0.35
H -3.40 -1.16 2.77
H -2.12 1.10 3.51
H -1.82 0.49 1.04
H 2.03 -1.52 1.59
H 1.92 0.13 2.10
H 2.72 -0.76 -0.27
H 2.91 0.90 0.23
H 2.25 0.03 -2.78
H -0.13 1.07 -4.09
H -2.27 0.44 -2.97
H -2.07 -0.25 -0.80
N 0.10 -0.52 0.98
O -0.26 -1.20 3.29
```

Entry 8:
One molecule with the formula C19H26N2O3 in a non-equilibrium geometry. Source: OMol25; level of theory: ωB97M-V/def2-TZVPD.

Computed properties:
* gap between HOMO and LUMO: 8.4 eV
* energy above the lowest of the compared OMol25 structures with the same formula, charge and spin: 83.2 kcal/mol
* DFT total energy: -1074.7708 hartree
* SMILES: COc1cc(-c2cn(C)c(=O)c(C)c2C)cc(OC)c1CN(C)C

XYZ file:
```
50
C19H26N2O3 (ωB97M-V/def2-TZVPD)
O 0.32 -5.07 -3.49
O -0.45 3.13 -0.50
O 1.22 0.40 3.01
C 0.25 -4.01 -2.89
C 0.34 -1.65 -1.29
C -0.57 -2.68 -1.03
C 1.27 -2.95 -3.18
C 1.33 -1.80 -2.37
C -0.18 0.76 -0.89
C 0.80 -0.60 0.88
C -0.10 1.90 -0.08
C 0.76 0.52 1.74
C 0.29 -0.47 -0.43
C 0.31 1.77 1.25
N -0.63 -3.82 -1.81
N -0.80 2.98 3.11
C -1.23 3.24 -1.72
C 0.27 -0.25 3.88
C 2.15 -3.18 -4.36
C 2.33 -0.65 -2.50
C -1.63 -4.81 -1.47
C -0.69 3.90 4.27
C -2.16 2.98 2.50
C 0.36 2.98 2.18
H -1.17 -2.50 -0.12
H -0.49 0.74 -1.95
H 1.17 -1.57 1.25
H -1.83 4.15 -1.62
H -0.59 3.35 -2.62
H -1.94 2.42 -1.89
H 0.48 -1.31 3.97
H 0.29 0.15 4.92
H -0.74 -0.17 3.47
H 2.88 -3.97 -4.15
H 1.59 -3.51 -5.25
H 2.68 -2.26 -4.65
H 1.80 0.29 -2.61
H 2.95 -0.63 -1.60
H 3.02 -0.74 -3.32
H -1.87 -5.47 -2.29
H -1.31 -5.39 -0.56
H -2.59 -4.38 -1.19
H -1.59 3.84 4.89
H 0.16 3.62 4.90
H -0.53 4.94 3.96
H -2.29 2.09 1.85
H -2.84 2.86 3.32
H -2.40 3.91 2.00
H 0.36 3.96 1.69
H 1.26 2.94 2.77
```

Entry 9:
A 2-piece molecular cluster, C6H11N overall. Source: OMol25; level of theory: ωB97M-V/def2-TZVPD.

Computed properties:
* gap between HOMO and LUMO: 9.6 eV
* energy above the lowest of the compared OMol25 structures with the same formula, charge and spin: 48.2 kcal/mol
* DFT total energy: -289.8948 hartree
* SMILES: CC=C=N.C=CC

XYZ file:
```
18
C6H11N (ωB97M-V/def2-TZVPD)
C -3.20 0.16 -1.07
C -1.75 0.51 -1.26
C -0.76 -0.37 -1.42
C 2.22 -0.52 1.40
C 3.41 0.20 0.81
C 1.05 0.03 1.57
N -0.03 0.57 1.80
H -3.58 0.57 -0.12
H -3.81 0.59 -1.87
H -3.34 -0.92 -1.06
H -1.51 1.58 -1.28
H -0.69 0.48 1.02
H -0.96 -1.44 -1.41
H 0.27 -0.06 -1.56
H 2.34 -1.55 1.71
H 3.81 -0.33 -0.06
H 3.14 1.21 0.49
H 4.22 0.29 1.54
```